Here is a molecular structure, C4H3Li2MgO2 at a distorted geometry from the Open Molecules 2025 dataset. Energies are from wB97M-V/def2-TZVPD.

Values from the calculation:
HOMO level (alpha / beta) ... -11.00 / -11.00 eV
Net charge ... +1
2S+1 ... 1
Max |F| ... 0.1165 hartree/bohr
Kohn-Sham gap (alpha / beta) ... 6.178 / 6.179 eV
Lowest unoccupied orbital energy (alpha / beta) ... -4.83 / -4.83 eV
Energy relative to the best compared isomer or geometry (same formula, charge and spin) ... 25.1 kJ/mol

The geometry in XYZ format:
```
12
Properties=species:S:1:pos:R:3:mulliken_charge:R:1
C -0.35 -0.06 -1.55 0.00
O -1.34 0.72 -1.77 -0.66
Li 2.28 -0.64 1.21 0.90
Li -2.42 0.26 -0.14 0.92
H 0.81 -1.13 -1.23 0.17
C -0.25 -1.00 -0.46 -0.11
C -0.63 -0.33 0.84 -0.74
C 0.23 0.56 1.39 -0.25
O 1.45 0.95 0.85 -0.88
Mg 0.91 1.64 -0.87 0.85
H -0.75 -1.96 -0.66 0.31
H 0.07 0.98 2.39 0.51
```

Here is a molecular structure, C4H3Li2O2Pb at a distorted geometry from the Open Molecules 2025 dataset. Energies are from wB97M-V/def2-TZVPD.

Values from the calculation:
HOMO level (alpha / beta) ... -15.58 / -15.59 eV
Net charge ... +2
Expectation value of S² ... 0.754
2S+1 ... 2
Max |F| ... 0.0903 hartree/bohr
Kohn-Sham gap (alpha / beta) ... 7.667 / 6.810 eV
Lowest unoccupied orbital energy (alpha / beta) ... -7.91 / -8.78 eV

The geometry in XYZ format:
```
12
Properties=species:S:1:pos:R:3:mulliken_charge:R:1
C -1.29 -0.75 -0.20 0.29
O -2.11 -0.13 0.42 -0.71
Li -3.77 -0.71 1.23 0.94
Pb 1.96 1.09 0.28 0.92
C 1.29 -2.25 -0.05 -0.49
C 1.21 -0.92 -0.16 -0.50
C -0.01 -0.22 -0.80 0.57
O 0.10 1.16 -0.57 -0.87
Li -1.38 2.02 0.04 0.89
H 1.64 -2.70 0.90 0.29
H -0.06 -0.46 -1.88 0.37
H 0.63 -2.94 -0.61 0.33
```

Here is a molecular structure, C4H3LiMgO2 at a distorted geometry from the Open Molecules 2025 dataset. Energies are from wB97M-V/def2-TZVPD.

Values from the calculation:
HOMO level (alpha / beta) ... -17.33 / -13.93 eV
Net charge ... +2
2S+1 ... 1
Max |F| ... 0.0442 hartree/bohr
Kohn-Sham gap (alpha / beta) ... 7.456 / 4.036 eV
Lowest unoccupied orbital energy (alpha / beta) ... -9.88 / -9.90 eV
Energy relative to the best compared isomer or geometry (same formula, charge and spin) ... 232.7 kJ/mol

The geometry in XYZ format:
```
11
Properties=species:S:1:pos:R:3:mulliken_charge:R:1
H -4.55 -2.10 2.56 -0.01
C 1.88 -0.08 -0.57 0.32
C 0.84 0.96 -0.45 -0.05
C -0.44 0.60 -0.54 -0.51
C -1.56 0.06 -0.22 0.77
O -2.63 -0.39 -0.08 -0.47
O 3.08 0.18 -0.57 -0.55
Mg 4.62 1.29 -0.27 0.81
H 1.55 -1.12 -0.67 0.39
H 1.17 2.00 -0.31 0.31
Li -3.94 -1.39 1.12 0.98
```

Here is a molecular structure, C4H3MgORb at a distorted geometry from the Open Molecules 2025 dataset. Energies are from wB97M-V/def2-TZVPD.

Values from the calculation:
HOMO level (alpha / beta) ... -4.84 / -4.84 eV
Net charge ... 0
2S+1 ... 1
Max |F| ... 0.2109 hartree/bohr
Kohn-Sham gap (alpha / beta) ... 3.706 / 3.707 eV
Lowest unoccupied orbital energy (alpha / beta) ... -1.13 / -1.13 eV

The geometry in XYZ format:
```
10
Properties=species:S:1:pos:R:3:mulliken_charge:R:1
C -1.45 0.96 2.26 -0.31
C -0.85 -0.19 2.74 -0.30
H -2.51 1.13 2.58 0.30
H -1.33 -0.78 3.53 0.32
Mg 1.62 0.93 -3.31 0.01
C 0.81 1.00 -1.31 -1.00
C 1.01 -0.28 -1.01 0.72
O 1.34 -1.44 -1.09 -0.57
H 0.63 1.88 -0.70 0.35
Rb 0.73 -3.22 -3.68 0.47
```

Here is a molecular structure, C4H3N at a distorted geometry from the Open Molecules 2025 dataset. Energies are from wB97M-V/def2-TZVPD.

Values from the calculation:
HOMO level (alpha / beta) ... -8.16 / -8.33 eV
Net charge ... 0
2S+1 ... 1
Max |F| ... 0.1060 hartree/bohr
Kohn-Sham gap (alpha / beta) ... 7.227 / 7.906 eV
Lowest unoccupied orbital energy (alpha / beta) ... -0.93 / -0.43 eV
Energy relative to the best compared isomer or geometry (same formula, charge and spin) ... 406.7 kJ/mol

The geometry in XYZ format:
```
8
Properties=species:S:1:pos:R:3:mulliken_charge:R:1
C 1.40 -0.01 0.01 -0.09
C -0.82 0.78 0.03 -0.60
C 0.54 0.96 -0.04 -0.12
C 0.37 -1.07 -0.03 -0.22
N -0.91 -0.61 0.01 0.01
H 2.45 -0.31 0.24 0.34
H -1.43 1.54 -0.14 0.46
H -1.62 -1.30 -0.08 0.22
```

Here is a molecular structure, C4H3N2 at a distorted geometry from the Open Molecules 2025 dataset. Energies are from wB97M-V/def2-TZVPD.

Values from the calculation:
HOMO level ... -17.10 eV
Net charge ... +1
2S+1 ... 1
Max |F| ... 0.0596 hartree/bohr
Kohn-Sham gap ... 8.956 eV
Lowest unoccupied orbital energy ... -8.15 eV
Energy relative to the best compared isomer or geometry (same formula, charge and spin) ... 174.0 kJ/mol

The geometry in XYZ format:
```
9
Properties=species:S:1:pos:R:3:mulliken_charge:R:1
C 1.68 -0.31 -0.70 0.63
C 0.51 1.13 -0.06 -0.25
C -0.15 -0.20 -0.05 0.56
C -1.32 -0.63 0.31 -0.39
N 1.76 0.96 -0.39 -0.27
N 0.81 -1.16 -0.57 -0.29
H 0.24 2.14 0.46 0.35
H -1.31 -1.67 0.16 0.34
H -2.21 -0.26 0.82 0.32
```

Here is a gas-phase ion, C4H3N2O3 (charge -1) at a distorted geometry from the Open Molecules 2025 dataset. Energies are from wB97M-V/def2-TZVPD.

Values from the calculation:
HOMO level ... -4.81 eV
SMILES ... [H]/N=C(C(=O)[O-])/C(C=O)=N\[H]
Net charge ... -1
2S+1 ... 1
Max |F| ... 0.1032 hartree/bohr
Kohn-Sham gap ... 8.591 eV
Lowest unoccupied orbital energy ... 3.78 eV
Energy relative to the best compared isomer or geometry (same formula, charge and spin) ... 301.2 kJ/mol

The geometry in XYZ format:
```
12
Properties=species:S:1:pos:R:3:mulliken_charge:R:1
H 1.15 1.25 -2.09 0.28
N 0.70 0.41 -1.67 -0.66
C 0.21 0.50 -0.55 0.35
C 0.37 1.62 0.50 0.57
O 0.12 2.82 0.20 -0.71
O 0.99 1.25 1.55 -0.67
C -0.72 -0.92 0.02 0.62
C 0.22 -1.93 0.40 0.00
O 0.52 -3.04 0.03 -0.49
N -1.99 -0.75 0.19 -0.76
H -2.28 0.17 0.00 0.29
H 0.71 -1.37 1.42 0.18
```

Here is C4H3N3 in the gas phase from the Open Molecules 2025 dataset. Energies are from wB97M-V/def2-TZVPD.

Values from the calculation:
HOMO level ... -9.43 eV
SMILES ... C#Cc1cnn[nH]1
Net charge ... 0
2S+1 ... 1
Max |F| ... 0.0173 hartree/bohr
Kohn-Sham gap ... 10.040 eV
Lowest unoccupied orbital energy ... 0.61 eV
Energy relative to the best compared isomer or geometry (same formula, charge and spin) ... 281.2 kJ/mol

The geometry in XYZ format:
```
10
Properties=species:S:1:pos:R:3:mulliken_charge:R:1
C -2.13 -1.10 0.36 -0.11
C -1.38 -0.16 0.31 -0.40
C -0.12 0.42 0.04 0.36
C 0.52 0.57 -1.17 -0.36
N 1.86 0.60 -0.95 -0.25
N 2.08 0.49 0.33 -0.52
N 0.90 0.38 0.93 0.23
H -2.62 -2.04 0.34 0.39
H 0.08 0.60 -2.16 0.42
H 0.84 0.22 1.93 0.25
```

Here is C4H3N3 in the gas phase at a distorted geometry from the Open Molecules 2025 dataset. Energies are from wB97M-V/def2-TZVPD.

Values from the calculation:
HOMO level ... -9.47 eV
SMILES ... [H]/N=C(\C#N)C=C=N
Net charge ... 0
2S+1 ... 1
Max |F| ... 0.0632 hartree/bohr
Kohn-Sham gap ... 8.652 eV
Lowest unoccupied orbital energy ... -0.81 eV
Energy relative to the best compared isomer or geometry (same formula, charge and spin) ... 302.6 kJ/mol

The geometry in XYZ format:
```
10
Properties=species:S:1:pos:R:3:mulliken_charge:R:1
H -2.73 0.41 -0.10 0.27
N -1.91 1.01 0.00 -0.64
C -0.79 0.45 -0.13 0.65
C -0.49 -1.08 -0.20 0.31
N -0.82 -2.19 -0.12 -0.45
C 0.48 1.12 0.01 -0.67
C 1.57 0.36 0.15 0.27
N 1.87 -0.81 -0.09 -0.42
H 0.52 2.19 -0.07 0.38
H 2.31 -1.46 0.55 0.28
```

Here is C4H3N3 in the gas phase at a distorted geometry from the Open Molecules 2025 dataset. Energies are from wB97M-V/def2-TZVPD.

Values from the calculation:
HOMO level ... -9.82 eV
Net charge ... 0
2S+1 ... 1
Max |F| ... 0.0221 hartree/bohr
Kohn-Sham gap ... 9.407 eV
Lowest unoccupied orbital energy ... -0.41 eV
Energy relative to the best compared isomer or geometry (same formula, charge and spin) ... 563.9 kJ/mol

The geometry in XYZ format:
```
10
Properties=species:S:1:pos:R:3:mulliken_charge:R:1
C -0.57 2.17 0.55 -0.40
C 0.40 1.49 1.04 -0.27
C 0.38 0.29 0.39 0.38
C -0.86 -0.51 0.20 -0.27
N -0.51 -1.52 -0.78 -0.11
N 0.66 -1.36 -1.15 -0.34
N 1.25 -0.30 -0.45 0.14
H -1.53 0.31 -0.17 0.31
H -1.36 -0.92 1.08 0.30
H 2.15 0.04 -0.75 0.26
```

| no. | calculated total energy (Ha) |
| --- | --- |
| 1 | -519.5103 |
| 2 | -511.9506 |
| 3 | -511.5492 |
| 4 | -453.3352 |
| 5 | -208.7469 |
| 6 | -263.2534 |
| 7 | -489.4451 |
| 8 | -318.3776 |
| 9 | -318.3695 |
| 10 | -318.2700 |